No. 1
{"formula": "C3H4N5O4", "method": "wB97M-V/def2-TZVPD", "homo_ev": [-14.208, -14.209], "charge": 1, "spin_multiplicity": 1, "lumo_ev": [-6.46, -6.47], "gap_ha": [0.285, 0.285], "smiles": "NC1=C([N+](=O)[O-])[NH+]=N[C@H]1[N+](=O)[O-]", "species": ["C", "C", "C", "N", "N", "N", "N", "N", "O", "O", "O", "O", "H", "H", "H", "H"], "coordinates": [[1.146666, -0.278781, 0.688464], [-1.267004, -0.434474, 0.218028], [0.156481, 0.675074, 0.220605], [0.555429, -1.537057, 0.936962], [-0.687115, -1.541015, 0.641343], [0.120496, 1.859609, -0.254320], [-2.487942, -0.058839, -0.362848], [2.305556, -0.373470, -0.538475], [-2.508064, 1.084743, -0.777486], [2.679678, 0.704388, -0.825573], [-3.352019, -0.888791, -0.410822], [2.540512, -1.452301, -0.901626], [1.800567, 0.018105, 1.515215], [-1.187398, -2.427515, 0.781528], [0.957134, 2.435336, -0.306462], [-0.772978, 2.214985, -0.624533]], "forces_ev_per_angstrom": [[0.7, 0.0, -0.1], [4.8, 4.3, 0.1], [-5.0, -3.1, -0.5], [0.4, -0.9, 0.5], [-0.2, 0.2, -0.3], [0.1, 0.0, 0.2], [0.4, -0.7, 0.2], [-2.1, -0.2, 1.5], [-0.3, 0.5, -0.2], [1.0, 1.3, -0.7], [-0.6, -0.3, -0.1], [0.7, -1.2, -0.7], [-0.2, 0.1, -0.1], [0.1, 0.1, -0.1], [0.0, 0.0, 0.0], [0.2, -0.2, 0.2]]}

No. 2
{"formula": "C3H4NO", "method": "wB97M-V/def2-TZVPD", "homo_ev": -2.990, "charge": -1, "spin_multiplicity": 1, "lumo_ev": 4.24, "gap_ha": 0.266, "species": ["C", "C", "C", "N", "O", "H", "H", "H", "H"], "coordinates": [[0.167122, -0.409576, -0.402927], [-0.117695, 0.610461, 0.196156], [0.488813, -1.733168, -0.972886], [-0.468775, 2.343857, 1.574877], [-1.701347, 2.420798, 1.967530], [1.016826, -1.781965, -1.912061], [1.173980, -2.247108, -0.258076], [-0.328293, -2.299479, -1.155054], [-0.230632, 3.096180, 0.962440]], "forces_ev_per_angstrom": [[0.2, -0.8, -0.6], [-0.2, 1.3, 0.0], [2.9, 1.5, 1.5], [-2.5, -1.8, 3.5], [2.8, 0.3, -1.5], [0.4, 0.7, -0.5], [-0.6, -0.1, -0.4], [-2.9, -2.0, -0.1], [-0.3, 0.9, -1.8]]}

No. 3
{"formula": "C3H4NO", "method": "wB97M-V/def2-TZVPD", "homo_ev": -3.588, "charge": -1, "spin_multiplicity": 1, "lumo_ev": 4.61, "gap_ha": 0.301, "species": ["C", "C", "C", "N", "O", "H", "H", "H", "H"], "coordinates": [[1.735984, -1.477790, -0.047004], [1.011948, -0.732081, 0.537646], [-0.986589, 0.460787, -0.325001], [-0.758065, 0.725962, 1.061284], [-0.276790, 1.885631, 1.297509], [2.450209, -2.108959, -0.589159], [-0.130311, 0.617101, -0.868832], [-1.311579, -0.626175, -0.476732], [-1.734807, 1.255524, -0.589710]], "forces_ev_per_angstrom": [[3.1, -2.9, -2.4], [-1.8, 1.7, 2.4], [-2.8, -0.3, -0.5], [1.7, 2.4, 2.5], [-1.4, -2.8, -1.1], [-0.7, 0.6, 0.5], [1.7, 0.5, -1.5], [0.2, 1.7, 0.3], [0.0, -0.8, -0.2]]}

The evaluated energy relative to the best compared isomer or geometry (same formula, charge and spin) for the records listed, in turn: 39.0 67.0 69.0 kcal/mol.
The evaluated largest force on an atom for the records listed, in turn: 6.481 4.637 4.886 eV Å⁻¹.